Density functional theory data (wB97M-V/def2-TZVPD) for a molecular structure, C24H31B3Cl40O3 in a non-equilibrium geometry.

Each line ends with the Mulliken charge.
Cartesian coordinates (Å):
Cl1 -5.2312 0.7940 -12.3157  -0.12
Cl2 -9.2462 3.4382 4.6640  -0.11
Cl3 -4.9809 5.9508 8.0672  0.00
Cl4 -3.0031 -0.7393 -13.3880  -0.09
Cl5 -3.3066 5.0989 5.5533  -0.04
Cl6 -0.9395 -3.4684 -7.3537  -0.11
Cl7 -3.3371 5.2453 10.3619  -0.09
Cl8 3.6232 -6.8610 1.6399  -0.11
Cl9 -0.1818 4.2168 7.0518  -0.07
Cl10 9.4784 0.1171 0.7842  -0.07
Cl11 -1.1143 1.4994 6.5917  -0.09
Cl12 -3.5983 -4.5007 -6.7785  -0.11
Cl13 2.2348 -4.4078 2.3608  -0.06
Cl14 -2.9459 7.7981 9.0218  -0.10
Cl15 11.2024 -1.5374 -0.8759  -0.02
Cl16 -7.2012 1.3709 4.5666  -0.03
Cl17 -3.7102 1.2182 -9.7747  0.03
Cl18 -5.7071 -1.8026 -13.5391  -0.10
Cl19 8.4124 -2.1843 -3.1859  -0.03
Cl20 11.1737 -2.2687 -4.0984  -0.10
Cl21 0.4931 2.8468 4.5753  -0.02
Cl22 -5.3464 7.3361 10.5995  -0.10
Cl23 8.9995 -2.4745 -6.0208  -0.10
Cl24 -3.8945 0.8998 -6.8886  -0.03
Cl25 -3.3672 3.5227 -8.0320  -0.11
Cl26 -1.3222 1.4553 -8.1295  -0.10
Cl27 1.7088 2.0054 7.0811  -0.11
Cl28 -9.7735 0.8154 5.8075  -0.09
Cl29 -4.3527 -1.6313 -10.9697  -0.08
Cl30 -3.2703 -2.2697 -8.6171  0.00
Cl31 -6.0526 4.2299 5.1406  -0.06
Cl32 12.2813 -0.2243 1.4857  -0.10
Cl33 9.5203 0.0540 -4.6786  -0.10
Cl34 -9.5892 1.1338 2.9214  -0.10
Cl35 -4.2483 4.4773 2.8715  -0.11
Cl36 1.0522 -6.2353 0.4302  -0.08
Cl37 10.4276 -2.4479 1.7767  -0.10
Cl38 -2.8020 -1.8900 -5.7708  -0.04
Cl39 -3.8638 2.3417 4.8097  -0.04
Cl40 1.1956 -6.9795 3.2393  -0.10
O1 -2.8406 -0.9918 -0.6623  -0.24
O2 -4.1678 -2.9902 -1.4975  -0.36
O3 -4.0756 -0.8204 -2.9734  -0.56
C1 -2.4203 -3.5104 0.4606  -0.80
C2 -4.3677 4.0370 4.5938  0.27
C3 -0.5057 -1.7562 1.4185  0.49
C4 0.3347 2.5964 0.7238  -0.53
C5 -2.6526 -3.0323 -7.1300  0.25
C6 -1.9167 1.4713 1.8765  0.07
C7 -1.1603 0.3756 2.8320  0.55
C8 4.9098 0.1825 0.5268  -0.52
C9 2.0264 -6.1209 1.9176  0.33
C10 9.5264 -1.7184 -4.4960  0.32
C11 6.3446 -2.1505 0.6786  -0.49
C12 -1.6036 -1.2046 2.5109  -0.41
C13 3.0218 2.1641 0.2199  -0.61
C14 0.2264 2.6420 6.3250  0.21
C15 10.8474 -1.0232 0.7927  0.28
C16 1.6062 1.5573 0.8139  0.31
C17 -4.1526 6.5825 9.5125  0.28
C18 -3.0736 1.7740 -8.2063  0.23
C19 -1.1261 1.8560 0.4930  -0.19
C20 -4.5736 -0.8447 -12.5531  0.38
C21 5.6351 -1.0325 -0.3106  -0.22
C22 -0.8388 -3.2328 0.7897  -0.25
C23 3.9278 1.0069 -0.5366  -0.58
C24 -8.9526 1.6896 4.4898  0.32
B1 -3.1163 -2.4397 -0.5761  0.31
B2 -3.7279 -0.3075 -1.6241  0.32
B3 -4.0661 -2.3023 -2.8013  0.74
H1 4.8069 -1.5337 -0.9819  0.27
H2 -2.4635 -4.5721 -0.0835  0.24
H3 0.0086 0.3865 2.7787  -0.10
H4 0.5954 -1.7342 1.8768  0.22
H5 4.2670 -0.2150 1.4387  0.23
H6 3.6788 2.5375 1.1440  0.23
H7 -3.9681 -2.9898 -3.7637  -0.19
H8 -2.7092 -1.1790 2.1267  0.07
H9 0.5061 3.2646 -0.2496  0.39
H10 -2.9852 1.0234 1.6046  0.19
H11 5.7674 0.8632 0.9655  0.20
H12 -0.5293 -4.0299 1.6224  0.04
H13 2.8136 3.1051 -0.4465  0.40
H14 -0.4996 -0.9936 0.5277  -0.48
H15 4.6351 1.5649 -1.2835  0.30
H16 -1.0205 0.9658 -0.2772  -0.12
H17 7.5012 -1.9286 0.8706  -0.10
H18 -1.4725 0.5870 3.9512  -0.54
H19 3.2208 0.2505 -1.1140  0.27
H20 -2.0833 2.4527 2.5028  -0.12
H21 0.3265 3.3725 1.6230  -0.01
H22 6.4907 -0.5864 -1.0055  0.16
H23 6.2734 -3.1850 0.0970  0.23
H24 -0.1127 -3.4469 -0.1308  0.28
H25 -1.8051 2.6663 -0.0612  0.33
H26 -1.5239 -1.7865 3.5312  0.27
H27 5.8501 -2.1869 1.7483  0.26
H28 1.8312 1.2819 1.9526  0.10
H29 -4.1601 0.7477 -1.3006  -0.08
H30 1.2924 0.5636 0.2704  -0.16
H31 -3.0175 -3.6654 1.4730  0.30

## Properties
Max |F| in hartree/bohr: 0.1049
Relative energy (zero: lowest compared OMol25 entry of this formula, charge and spin) in kcal/mol: 186.8
Charge: 0